{
  "formula": "C44H87NO22S8",
  "method": "ωB97M-V with the def2-TZVPD basis set",
  "elements": ["C", "C", "C", "C", "C", "C", "C", "O", "C", "C", "C", "C", "C", "C", "C", "C", "C", "C", "S", "C", "C", "C", "C", "C", "C", "N", "H", "H", "H", "H", "H", "H", "H", "H", "H", "H", "H", "H", "H", "H", "H", "H", "H", "H", "H", "H", "H", "H", "H", "H", "H", "H", "H", "H", "H", "H", "H", "C", "C", "O", "S", "C", "O", "O", "H", "H", "H", "H", "H", "H", "H", "H", "C", "C", "O", "S", "C", "O", "O", "H", "H", "H", "H", "H", "H", "H", "H", "C", "C", "O", "S", "C", "O", "O", "H", "H", "H", "H", "H", "H", "H", "H", "C", "C", "O", "S", "C", "O", "O", "H", "H", "H", "H", "H", "H", "H", "H", "C", "C", "O", "S", "C", "O", "O", "H", "H", "H", "H", "H", "H", "H", "H", "C", "C", "O", "S", "C", "O", "O", "H", "H", "H", "H", "H", "H", "H", "H", "C", "C", "O", "S", "C", "O", "O", "H", "H", "H", "H", "H", "H", "H", "H"],
  "xyz": [[-0.69, -1.20, 3.14], [0.07, -2.50, 3.57], [-0.60, -2.99, 4.88], [-0.03, -3.56, 2.45], [0.76, -4.80, 2.89], [0.12, -5.94, 3.36], [0.85, -7.03, 3.78], [0.19, -8.15, 4.31], [0.72, -8.44, 5.61], [-0.31, -9.12, 6.56], [0.56, -9.89, 7.61], [-1.04, -8.00, 7.34], [-1.74, -6.91, 6.48], [-2.71, -6.15, 7.44], [-2.62, -7.47, 5.32], [2.24, -7.07, 3.71], [2.88, -5.93, 3.24], [2.14, -4.82, 2.85], [3.12, -3.38, 2.32], [4.47, -3.50, 3.49], [5.00, -2.37, 4.06], [6.03, -2.52, 4.98], [6.48, -3.79, 5.31], [5.94, -4.92, 4.71], [4.90, -4.79, 3.78], [4.32, -5.93, 3.17], [-1.52, -1.52, 2.50], [-1.07, -0.70, 4.05], [-0.03, -0.47, 2.66], [1.12, -2.27, 3.81], [0.02, -3.72, 5.43], [-0.73, -2.14, 5.56], [-1.61, -3.38, 4.67], [-1.08, -3.84, 2.33], [0.40, -3.22, 1.50], [-0.97, -5.96, 3.40], [1.08, -7.54, 6.14], [1.56, -9.14, 5.51], [-0.99, -9.81, 6.04], [0.71, -10.93, 7.31], [1.53, -9.37, 7.64], [0.13, -9.78, 8.61], [-0.31, -7.49, 7.99], [-1.82, -8.43, 7.99], [-1.00, -6.17, 6.14], [-2.19, -5.72, 8.30], [-3.43, -6.89, 7.85], [-3.31, -5.40, 6.91], [-2.66, -8.56, 5.39], [-2.22, -7.24, 4.32], [-3.61, -7.01, 5.36], [2.80, -7.95, 4.04], [4.57, -1.41, 3.78], [6.48, -1.67, 5.49], [7.27, -3.89, 6.05], [6.29, -5.93, 4.94], [4.62, -6.76, 3.66], [1.05, -8.95, 0.30], [2.09, -7.85, 0.25], [2.56, -7.57, -1.08], [1.57, -6.78, -2.03], [2.73, -6.43, -3.30], [1.20, -5.57, -1.37], [0.59, -7.68, -2.56], [0.13, -8.65, -0.21], [0.79, -9.18, 1.34], [1.42, -9.85, -0.19], [1.72, -6.92, 0.71], [2.97, -8.15, 0.82], [3.50, -5.78, -2.90], [2.19, -5.92, -4.10], [3.16, -7.36, -3.67], [7.55, 4.16, 7.30], [7.81, 4.38, 5.82], [7.83, 3.15, 5.08], [6.45, 2.41, 4.80], [7.05, 1.22, 3.65], [5.57, 3.31, 4.14], [6.05, 1.72, 5.99], [6.55, 3.76, 7.47], [7.63, 5.10, 7.85], [8.26, 3.44, 7.71], [7.08, 5.06, 5.39], [8.79, 4.83, 5.69], [7.40, 1.74, 2.75], [6.23, 0.56, 3.41], [7.86, 0.66, 4.11], [-1.40, 4.91, 0.37], [-0.87, 3.59, -0.12], [0.50, 3.36, 0.28], [0.78, 3.00, 1.81], [2.47, 2.54, 1.62], [0.01, 1.84, 2.16], [0.72, 4.19, 2.59], [-1.48, 4.94, 1.46], [-2.40, 5.09, -0.04], [-0.74, 5.73, 0.07], [-1.50, 2.76, 0.21], [-0.87, 3.58, -1.21], [2.53, 1.65, 0.99], [2.86, 2.33, 2.61], [3.01, 3.37, 1.17], [-3.39, 6.03, -6.23], [-3.42, 6.67, -4.85], [-4.35, 6.00, -3.97], [-3.95, 4.58, -3.38], [-5.24, 4.45, -2.19], [-2.69, 4.70, -2.70], [-4.16, 3.58, -4.38], [-2.99, 5.02, -6.19], [-2.76, 6.61, -6.90], [-4.39, 5.97, -6.65], [-2.43, 6.70, -4.40], [-3.77, 7.69, -4.94], [-5.11, 5.23, -1.44], [-5.17, 3.47, -1.73], [-6.20, 4.56, -2.70], [-6.31, 12.29, -7.27], [-5.65, 12.01, -5.93], [-6.56, 11.42, -4.98], [-6.98, 9.90, -5.18], [-7.77, 9.69, -3.62], [-5.80, 9.09, -5.22], [-7.97, 9.82, -6.21], [-6.61, 11.37, -7.76], [-5.63, 12.82, -7.93], [-7.21, 12.89, -7.13], [-4.77, 11.37, -6.06], [-5.31, 12.94, -5.49], [-7.03, 9.78, -2.83], [-8.21, 8.69, -3.61], [-8.55, 10.43, -3.52], [-8.24, 9.07, -9.29], [-8.04, 7.58, -9.13], [-7.41, 6.98, -10.29], [-5.86, 7.25, -10.52], [-5.63, 6.07, -11.80], [-5.14, 6.83, -9.35], [-5.68, 8.56, -11.06], [-7.29, 9.60, -9.33], [-8.80, 9.47, -8.44], [-8.78, 9.30, -10.21], [-7.46, 7.35, -8.24], [-9.01, 7.10, -9.03], [-5.79, 5.07, -11.41], [-4.60, 6.17, -12.15], [-6.32, 6.29, -12.61], [5.51, -1.21, -6.07], [5.55, -0.65, -4.67], [4.62, -1.31, -3.79], [4.97, -2.79, -3.29], [3.72, -2.94, -2.07], [6.25, -2.77, -2.65], [4.67, -3.71, -4.35], [5.85, -2.24, -6.10], [6.15, -0.63, -6.74], [4.49, -1.20, -6.46], [6.56, -0.70, -4.25], [5.26, 0.40, -4.68], [3.91, -2.22, -1.27], [3.75, -3.95, -1.67], [2.75, -2.76, -2.53]],
  "lowdin_charge": [-0.060, -0.404, -0.080, -0.136, -0.225, 0.031, -0.271, -0.058, -0.184, -0.314, -0.068, -0.177, -0.392, -0.097, -0.054, 0.038, -0.250, -0.368, 1.030, -0.443, -0.102, -0.096, -0.091, -0.023, -0.267, 0.094, 0.082, 0.072, 0.050, 0.099, 0.073, 0.072, 0.085, 0.122, 0.114, 0.117, 0.139, 0.117, 0.134, 0.079, 0.077, 0.074, 0.124, 0.119, 0.114, 0.076, 0.079, 0.073, 0.076, 0.050, 0.073, 0.128, 0.102, 0.104, 0.107, 0.115, 0.119, -0.060, -0.254, -0.252, 0.568, -0.115, -0.281, -0.271, 0.072, 0.076, 0.086, 0.101, 0.121, 0.043, 0.084, 0.080, -0.075, -0.251, -0.263, 0.565, -0.118, -0.276, -0.277, 0.070, 0.082, 0.085, 0.116, 0.121, 0.076, 0.061, 0.077, -0.074, -0.249, -0.260, 0.577, -0.118, -0.282, -0.272, 0.070, 0.063, 0.089, 0.118, 0.108, 0.073, 0.071, 0.077, -0.067, -0.246, -0.259, 0.571, -0.121, -0.280, -0.269, 0.069, 0.085, 0.079, 0.115, 0.097, 0.071, 0.077, 0.074, -0.066, -0.245, -0.258, 0.578, -0.116, -0.267, -0.276, 0.055, 0.085, 0.088, 0.117, 0.122, 0.076, 0.078, 0.076, -0.079, -0.242, -0.262, 0.570, -0.122, -0.276, -0.275, 0.060, 0.062, 0.087, 0.114, 0.123, 0.075, 0.076, 0.075, -0.076, -0.254, -0.261, 0.575, -0.118, -0.271, -0.285, 0.068, 0.081, 0.085, 0.115, 0.121, 0.073, 0.061, 0.084],
  "gap_ev": 8.17,
  "smiles": "CC(C)Cc1cc(OC[C@@H](C)CC(C)C)cc2c1Sc1ccccc1N2.CCOS(C)(=O)=O.CCOS(C)(=O)=O.CCOS(C)(=O)=O.CCOS(C)(=O)=O.CCOS(C)(=O)=O.CCOS(C)(=O)=O.CCOS(C)(=O)=O",
  "homo_ev": -7.9
}